Version w
C3H7NS2 | ωB97M-V with the def2-TZVPD basis set

Geometry as XYZ:
```
13
Properties=species:S:1:pos:R:3:nbo_charge:R:1
C -2.33 -0.85 0.26 -0.736
S -0.66 -0.97 -0.44 0.320
C -0.06 0.67 -0.22 -0.241
S -1.12 1.97 -0.08 -0.059
C 1.43 0.74 -0.32 -0.327
N 2.05 -0.40 0.33 -0.838
H -2.83 -0.07 -0.28 0.241
H -2.31 -0.64 1.31 0.230
H -2.81 -1.81 0.03 0.229
H 1.82 1.69 0.06 0.223
H 1.65 0.80 -1.36 0.218
H 2.69 -0.07 1.02 0.370
H 2.49 -1.06 -0.29 0.371
```

- SMILES string: CSC(=S)CN
- LUMO: -0.082 eV

---

Version x
C3H7NS2 | ωB97M-V with the def2-TZVPD basis set

Geometry as XYZ:
```
13
Properties=species:S:1:pos:R:3:nbo_charge:R:1
C 2.31 0.75 0.25 -0.801
C -0.16 -0.01 -0.04 -0.359
C -1.70 0.25 0.27 -0.320
H 2.22 0.35 1.46 0.236
H 3.10 1.62 0.21 0.233
H 2.67 -0.09 -0.51 0.277
H -1.92 -0.04 1.72 0.226
H -2.39 1.39 0.02 0.277
H -2.51 -0.86 -1.57 0.346
H -1.98 -2.23 -0.09 0.392
N -2.55 -1.02 -0.33 -0.898
S 0.68 1.56 0.27 0.328
S 0.32 -1.49 -0.39 0.065
```

- LUMO: -0.455 eV

---

Version y
C3H7NS2 | ωB97M-V with the def2-TZVPD basis set

Geometry as XYZ:
```
13
Properties=species:S:1:pos:R:3:nbo_charge:R:1
N 1.74 -0.49 0.57 -0.841
C 0.44 0.07 0.65 -0.057
C -0.41 0.78 -0.29 -0.346
S 0.31 1.52 -1.80 -0.074
C -0.66 -0.66 -0.02 -0.410
S -2.31 -0.97 0.51 0.020
H 2.39 0.00 1.29 0.379
H 2.23 -0.61 -0.38 0.391
H 0.27 0.41 1.62 0.213
H -1.08 1.52 0.13 0.238
H -0.60 1.70 -2.75 0.137
H -0.30 -1.33 -0.88 0.236
H -2.01 -1.95 1.34 0.117
```

- SMILES string: NC1[C@@H](S)[C@@H]1S
- LUMO: 0.796 eV

---

Quick one: most stable of them? version w

---

Version w
C6H8NO2S | ωB97M-V with the def2-TZVPD basis set

Geometry as XYZ:
```
18
Properties=species:S:1:pos:R:3:nbo_charge:R:1
C 1.38 0.63 1.19 -0.601
C 0.72 0.71 -0.18 -0.201
C 1.61 -0.13 -1.06 -0.632
C -0.74 0.16 -0.17 -0.410
C -1.03 -1.21 -0.18 0.593
O -0.30 -2.22 -0.31 -0.739
N -2.43 -1.40 -0.16 -0.784
S -3.29 0.01 0.23 0.262
C -1.82 1.08 0.07 0.392
O -1.81 2.29 0.12 -0.670
H 1.42 -0.47 1.40 0.206
H 0.82 1.18 2.03 0.198
H 2.37 1.04 1.21 0.182
H 0.68 1.67 -0.55 0.195
H 1.28 -0.99 -0.64 0.252
H 2.64 0.02 -1.02 0.178
H 1.29 -0.11 -2.06 0.191
H -2.77 -2.27 0.07 0.389
```

- SMILES string: CC(C)c1c([O-])[nH]sc1=O
- Net charge: -1
- LUMO: 3.376 eV

---

Version x
C6H8NO2S | ωB97M-V with the def2-TZVPD basis set

Geometry as XYZ:
```
18
Properties=species:S:1:pos:R:3:nbo_charge:R:1
C 1.60 0.00 -1.68 -0.619
C 1.81 0.56 -0.22 -0.457
C 0.58 0.46 0.49 0.169
N 0.18 -0.46 1.29 -0.416
C -1.27 -0.27 1.44 0.197
C -1.97 -1.27 0.53 -0.574
S -1.68 -0.99 -1.19 -0.587
O -1.50 1.08 1.12 -0.495
C -0.57 1.45 0.24 0.745
O -0.49 2.52 -0.35 -0.626
H 2.62 -0.20 -2.17 0.191
H 0.75 0.48 -2.20 0.251
H 1.23 -1.06 -1.48 0.238
H 2.17 1.65 -0.24 0.212
H 2.63 -0.03 0.29 0.210
H -1.52 -0.41 2.54 0.172
H -1.52 -2.32 0.96 0.182
H -3.04 -1.19 0.63 0.208
```

- SMILES string: CCC1=N[C@H](C[S-])OC1=O
- Net charge: -1
- LUMO: 3.851 eV

---

Quick one: most stable of them? version w

---

Version w
C3H14NO4 | ωB97M-V with the def2-TZVPD basis set

Geometry as XYZ:
```
22
Properties=species:S:1:pos:R:3:nbo_charge:R:1
C 0.19 -1.12 0.43 -0.075
O 1.48 -0.76 -0.14 -0.762
C -0.73 -0.05 -0.21 -0.127
C -2.19 -0.42 0.13 -0.093
O -2.15 -1.09 1.43 -0.733
N -0.24 1.32 0.03 -0.674
H 0.24 -0.95 1.51 0.199
H -0.01 -2.17 0.29 0.229
H 2.03 -1.54 -0.25 0.486
H -0.67 -0.18 -1.29 0.271
H -2.94 0.37 0.24 0.201
H -2.44 -1.27 -0.56 0.218
H -2.91 -0.76 1.92 0.486
H -0.11 1.77 0.96 0.469
H 0.63 1.53 -0.49 0.468
H -0.86 1.95 -0.47 0.428
H 2.56 1.28 1.99 0.504
H 2.48 2.75 1.41 0.495
O 2.01 1.92 1.51 -0.992
H 0.99 -0.66 -3.61 0.495
H 1.73 -1.04 -2.18 0.494
O 0.91 -0.87 -2.67 -0.986
```

- Net charge: +1
- LUMO: -3.122 eV

---

Version x
C3H14NO4 | ωB97M-V with the def2-TZVPD basis set

Geometry as XYZ:
```
22
Properties=species:S:1:pos:R:3:nbo_charge:R:1
O -0.63 0.20 -2.51 -0.490
C -0.04 1.09 -1.96 0.435
C 0.67 0.91 -0.64 -0.156
C -0.11 1.62 0.46 -0.640
N 0.62 -0.57 -0.30 -0.709
H -0.15 2.16 -2.24 0.150
H 1.72 1.17 -0.63 0.237
H -1.15 1.46 0.35 0.254
H -0.02 2.70 0.36 0.249
H 0.23 1.36 1.46 0.234
H 0.59 -1.18 -1.14 0.478
H -0.18 -0.85 0.25 0.436
H 1.48 -0.83 0.19 0.466
H -3.65 2.29 2.07 0.481
H -3.89 0.86 1.72 0.477
O -3.28 1.58 1.52 -0.954
H 0.71 -3.60 -1.77 0.497
H -0.68 -3.02 -1.92 0.498
O 0.11 -2.97 -1.35 -0.966
H 2.78 -0.70 2.18 0.495
H 2.33 -2.22 2.22 0.505
O 2.53 -1.47 1.66 -0.976
```

- Net charge: +1
- LUMO: -2.902 eV

---

Quick one: most stable of them? version x

---

Version w
C3H8NO2S | ωB97M-V with the def2-TZVPD basis set

Geometry as XYZ:
```
15
Properties=species:S:1:pos:R:3:nbo_charge:R:1
C -1.00 1.34 0.40 -0.663
C -0.03 -1.63 0.31 -0.443
C -0.69 0.38 -0.79 -0.210
N 0.31 -0.55 -0.52 -0.664
O 2.85 -0.83 0.02 -1.040
O 1.93 1.40 -0.65 -1.064
S 1.82 0.20 0.22 1.576
H -1.86 1.88 -0.03 0.190
H -1.01 0.77 1.46 0.195
H 1.00 -1.90 0.50 0.236
H -0.58 -1.37 1.21 0.134
H -0.58 -2.43 -0.16 0.164
H -1.68 -0.15 -0.87 0.153
H -0.13 1.94 0.50 0.228
H -0.35 0.93 -1.61 0.209
```

- Net charge: -1
- LUMO: 4.144 eV

---

Version x
C3H8NO2S | ωB97M-V with the def2-TZVPD basis set

Geometry as XYZ:
```
15
Properties=species:S:1:pos:R:3:nbo_charge:R:1
C -0.87 0.39 1.79 -1.208
S -1.33 0.15 0.19 2.254
O -2.05 1.25 -0.43 -1.001
O -1.94 -1.16 -0.10 -1.048
N 0.05 -0.04 -0.79 -0.691
C 0.90 -1.24 -0.82 -0.412
C 0.88 1.17 -0.53 -0.460
H -1.82 0.54 2.36 0.211
H -0.41 -0.61 2.04 0.187
H 0.26 -2.12 -0.71 0.227
H 1.51 -1.32 -1.71 0.179
H 1.56 -1.38 0.00 0.158
H 0.33 2.02 -0.97 0.215
H 0.93 1.24 0.56 0.225
H 2.00 1.10 -0.89 0.164
```

- SMILES string: C=[S@](=O)([O-])N(C)C
- Net charge: -1
- LUMO: 4.034 eV

---

Quick one: most stable of them? version w

---

Version w
C2H5BrSi | ωB97M-V with the def2-TZVPD basis set

Geometry as XYZ:
```
9
Properties=species:S:1:pos:R:3:nbo_charge:R:1
C 0.55 -0.27 -1.00 -0.883
C -0.55 0.67 -0.37 -0.804
Si 0.32 -0.51 0.83 1.076
Br 1.95 0.20 2.12 -0.290
H -0.03 -0.98 -1.54 0.235
H 1.27 0.12 -1.79 0.250
H -0.27 1.61 -0.04 0.218
H -1.65 0.71 -0.76 0.246
H -1.57 -1.54 2.55 -0.048
```

- LUMO (spin up / spin down): -1.579 / -0.949 eV

---

Version x
C2H5BrSi | ωB97M-V with the def2-TZVPD basis set

Geometry as XYZ:
```
9
Properties=species:S:1:pos:R:3:nbo_charge:R:1
C -0.25 -1.06 0.74 -0.303
C 0.77 -0.20 0.57 -0.702
Si 0.68 1.39 -0.43 1.044
Br 2.69 2.13 -0.46 -0.267
H 0.04 -2.08 1.19 0.204
H -1.27 -0.98 0.30 0.218
H 1.75 -0.47 0.84 0.226
H -0.29 2.58 -0.24 -0.136
H -0.72 0.36 -2.21 -0.285
```

- LUMO (spin up / spin down): -0.761 / -0.761 eV

---

Version y
C2H5BrSi | ωB97M-V with the def2-TZVPD basis set

Geometry as XYZ:
```
9
Properties=species:S:1:pos:R:3:nbo_charge:R:1
C 0.26 -0.94 -1.42 -0.160
C 0.57 -0.11 -0.66 -0.486
Si 1.39 1.17 0.29 0.845
H -0.15 -1.80 -2.00 0.244
H 0.55 2.34 0.55 -0.160
H 2.65 1.73 -0.24 -0.136
H 1.38 0.59 1.65 -0.149
Br -3.01 -0.85 1.21 -0.220
H -3.64 -2.12 0.62 0.220
```

- SMILES string: C#C[SiH3].Br
- LUMO: 0.415 eV

---

Quick one: most stable of them? version y